# 1
The following is a quantum chemistry calculation of a cluster of 2 separate species, C45H36O2P in total, from the OMol25 dataset.

```
! RIJCOSX wB97M-V def2-TZVPD def2/J DEFGRID3
* xyz 1 1
C -0.07 -3.11 3.49
C -0.51 -2.96 2.18
C -0.76 -1.68 1.65
C -0.56 -0.56 2.46
P -0.97 1.11 1.89
C -2.13 1.86 3.07
C -2.78 3.08 2.78
C -3.66 3.64 3.72
C -3.87 3.01 4.95
C -3.21 1.82 5.24
C -2.39 1.22 4.29
C 0.58 2.02 2.17
C 0.55 3.37 2.57
C 1.74 4.09 2.68
C 2.96 3.48 2.38
C 3.01 2.12 2.07
C 1.82 1.38 1.97
C -1.52 1.02 0.24
C -2.89 1.08 -0.23
O -3.10 1.43 -1.41
C -4.07 0.75 0.69
C -4.06 -0.34 1.57
C -5.03 -0.45 2.58
C -6.09 0.46 2.64
C -6.21 1.43 1.63
C -5.23 1.54 0.65
C -0.02 -0.71 3.76
C 0.16 -1.98 4.29
H 0.10 -4.10 3.90
H -0.68 -3.84 1.56
H -1.13 -1.55 0.63
H -2.60 3.57 1.82
H -4.18 4.56 3.49
H -4.56 3.43 5.67
H -3.34 1.32 6.20
H -1.97 0.24 4.49
H -0.40 3.83 2.83
H 1.71 5.14 2.99
H 3.88 4.06 2.41
H 3.96 1.62 1.90
H 1.85 0.31 1.77
H -0.74 1.23 -0.47
H -3.26 -1.08 1.52
H -4.93 -1.20 3.37
H -6.80 0.44 3.48
H -7.05 2.12 1.67
H -5.33 2.31 -0.12
H 0.20 0.18 4.36
H 0.46 -2.09 5.33
C 4.47 -6.36 -2.69
C 4.59 -5.68 -3.90
C 4.94 -4.33 -3.92
C 5.18 -3.69 -2.71
O 5.37 -2.29 -2.70
C 4.22 -1.50 -2.67
C 3.49 -1.31 -1.48
C 2.29 -0.61 -1.51
C 1.81 -0.02 -2.73
C 0.53 0.60 -2.81
C -0.05 1.00 -4.06
C -0.94 2.11 -4.14
C -1.28 2.64 -5.39
C -0.80 2.05 -6.58
C -0.03 0.88 -6.52
C 0.25 0.31 -5.28
C 2.70 -0.07 -3.85
C 3.79 -0.92 -3.88
C 5.15 -4.37 -1.49
C 4.74 -5.70 -1.49
H 4.18 -7.42 -2.68
H 4.41 -6.21 -4.84
H 5.01 -3.78 -4.86
H 3.84 -1.76 -0.55
H 1.69 -0.50 -0.61
H -0.02 0.79 -1.89
H -1.34 2.54 -3.22
H -1.93 3.51 -5.45
H -1.08 2.46 -7.56
H 0.32 0.39 -7.43
H 0.74 -0.67 -5.24
H 2.50 0.53 -4.75
H 4.32 -1.15 -4.80
H 5.41 -3.85 -0.57
H 4.65 -6.24 -0.54
*
```


# 2
The following is a quantum chemistry calculation of a structure of composition C13H16AsBF10NPPdS, from the OMol25 dataset.

Computed properties:
- <S²> = 0.75

```
! RIJCOSX wB97M-V def2-TZVPD def2/J DEFGRID3
* xyz -1 2
Pd 0.05 0.53 0.34
F 2.08 1.05 -1.30
As 3.63 0.69 -0.55
F 3.95 2.38 -0.38
F 2.81 0.66 0.99
F 4.37 0.69 -2.12
F 3.27 -1.01 -0.73
F 5.13 0.30 0.21
S 0.22 2.78 1.17
C -0.98 3.71 0.43
N -1.86 3.21 -0.47
C -2.83 3.92 -1.09
C -2.96 5.25 -0.85
C -2.07 5.85 0.06
C -1.11 5.10 0.69
H -1.82 2.21 -0.68
H -3.46 3.34 -1.74
H -3.73 5.82 -1.35
H -2.14 6.90 0.28
H -0.42 5.54 1.40
F -4.20 -0.70 -0.90
B -3.55 0.48 -0.57
F -2.70 0.30 0.56
F -4.46 1.51 -0.30
F -2.70 0.89 -1.64
C -1.57 -2.54 -0.37
P 0.03 -1.68 -0.34
C 0.64 -1.95 -2.03
C 1.00 -2.78 0.74
C 0.68 -2.80 2.09
C 1.35 -3.63 2.97
C 2.37 -4.45 2.51
C 2.71 -4.43 1.16
C 2.03 -3.60 0.28
H -2.05 -2.48 0.61
H -1.43 -3.58 -0.64
H -2.24 -2.05 -1.08
H 0.61 -3.01 -2.30
H 1.65 -1.56 -2.13
H -0.02 -1.40 -2.69
H -0.10 -2.13 2.46
H 1.09 -3.62 4.02
H 2.90 -5.09 3.19
H 3.52 -5.05 0.80
H 2.33 -3.57 -0.76
*
```


Calculated values (kcal per mole) of energy above the lowest of the compared OMol25 structures with the same formula, charge and spin for the records, taken in order: 4.4, 0.0.
Calculated values (eV/A) of strongest force on any atom for the records, taken in order: 1.3, 0.2.
Calculated values (a.u.) of energy for the records, taken in order: -2227.9135, -4686.9785.